# 1
72
Properties=species:S:1:pos:R:3:forces:R:3:mulliken_charge:R:1 method="wB97M-V/def2-TZVPD" total_charge=+1 s_squared=0.756 gap_ev="7.16 / 7.33" homo_energy_ha="-0.387 / -0.389" multiplicity=2 largest_force_ev_per_a=0.879 relative_energy_kcal_mol=3.9 e_tot_ha=-3375.389195 lumo_ev="-3.4 / -3.3"
H 4.115 -5.165 -1.211 -0.01 0.02 0.00 0.4021
C 4.567 3.087 1.169 0.02 -0.03 0.04 -0.7876
H -6.094 0.764 -5.213 0.01 0.01 0.02 0.3945
H 4.222 -2.728 -1.578 -0.01 0.00 0.00 0.4693
C -4.356 0.982 -2.317 0.00 0.00 -0.06 -0.4269
H 1.392 -0.634 3.215 -0.01 -0.07 -0.02 0.5866
C -5.355 1.214 -3.249 0.02 0.00 0.01 -0.7027
P -2.083 -0.210 -1.326 -0.10 0.02 -0.07 1.2548
C -3.319 0.096 -2.614 -0.09 0.09 0.03 0.6320
C -0.712 -0.558 2.698 0.14 -0.06 -0.31 -0.4787
H -0.263 0.861 -3.123 -0.02 0.02 0.00 0.4670
H 0.863 -3.951 -2.973 0.00 0.01 -0.01 0.4734
C -4.285 -0.300 -4.782 0.04 -0.01 0.05 -0.7630
C 2.369 -5.078 0.032 -0.01 0.03 -0.01 -0.6436
C 3.274 2.619 1.024 -0.04 0.02 -0.05 -0.2129
C -2.728 -1.526 2.446 0.03 -0.06 0.20 -1.0060
H -6.160 1.899 -3.018 0.01 0.00 0.01 0.4076
H -2.843 4.265 1.106 0.01 -0.01 0.00 0.4268
H 0.476 0.626 4.052 0.01 0.01 0.03 0.7111
C -3.286 -0.544 -3.850 -0.05 -0.02 -0.04 -0.3401
H 0.776 -2.251 0.932 0.02 -0.05 0.24 1.1114
H -2.488 -1.235 -4.090 0.00 0.00 -0.01 0.3342
C 3.440 -3.151 -0.960 0.03 -0.02 -0.03 -0.8812
H -1.506 2.262 0.617 0.05 -0.05 -0.03 0.3581
C -5.317 0.577 -4.483 -0.01 0.01 0.02 -0.4968
C -1.160 2.959 1.372 -0.11 0.01 -0.02 -0.0661
N -0.973 -0.679 1.331 -0.25 -0.25 0.31 1.2435
C -1.509 4.979 2.625 -0.01 0.02 0.01 -0.4767
C 0.951 -0.698 -3.938 0.05 -0.07 0.06 -0.8367
C 2.715 1.777 1.985 0.05 -0.01 -0.02 0.4649
S 2.534 -0.555 -0.660 0.07 -0.20 0.15 -0.3800
P 1.010 1.236 1.744 -0.08 0.26 0.23 1.1235
C 3.470 1.404 3.091 0.06 0.00 0.04 -0.0616
H -2.100 5.859 2.842 0.00 -0.01 -0.01 0.4021
C 0.022 2.723 2.065 -0.01 0.07 0.10 0.3361
C 0.578 0.089 3.109 -0.04 -0.05 0.01 -1.1408
C 1.270 -2.053 -3.886 0.02 -0.01 -0.04 -0.5032
C -0.330 4.750 3.325 -0.03 -0.02 -0.03 -0.7560
H 2.693 2.917 0.157 -0.01 -0.01 0.00 0.3603
C -1.754 -1.075 3.401 -0.25 -0.01 0.00 -0.8581
H -3.894 -1.218 -0.147 -0.03 0.01 0.02 0.6729
H -3.692 -1.961 2.665 0.04 0.01 0.02 0.5356
H -4.258 -0.799 -5.741 0.01 0.00 0.01 0.4168
H 6.332 3.073 2.390 -0.01 -0.01 0.00 0.4070
C 0.433 3.629 3.045 0.03 0.01 0.01 -0.4973
C 0.598 -2.903 -3.025 0.00 0.00 0.01 -0.7417
H -4.386 1.493 -1.361 0.02 -0.01 0.00 0.3792
H 3.057 0.756 3.852 0.00 0.01 -0.01 0.3295
H 5.356 1.579 4.096 -0.01 0.00 -0.01 0.4283
C 1.512 -2.877 0.431 -0.10 0.00 0.09 -0.7949
C 1.428 -4.248 0.626 0.09 -0.04 -0.11 -0.7565
C -1.925 4.085 1.650 0.07 -0.02 0.04 -0.7412
C 3.372 -4.522 -0.755 -0.02 0.01 0.03 -0.5647
H -1.842 -1.105 4.476 -0.02 -0.01 -0.04 0.5598
C -2.226 -1.281 1.205 0.22 0.25 -0.16 -0.2642
Ti 0.258 -0.252 -0.139 0.59 0.33 -0.56 0.1597
C -0.022 -0.197 -3.100 -0.06 -0.05 -0.05 -0.3695
H -0.004 5.447 4.086 0.00 -0.01 -0.01 0.4141
H 2.057 -2.444 -4.519 -0.02 0.01 0.01 0.4331
H 2.329 -6.148 0.191 0.00 0.01 -0.01 0.4194
H 1.484 -0.036 -4.607 0.00 -0.01 0.00 0.4485
C 2.502 -2.313 -0.365 -0.03 0.09 -0.05 0.6617
H 1.360 3.463 3.582 -0.01 0.00 -0.01 0.4245
C -2.825 -1.435 -0.167 -0.01 -0.06 0.01 -1.1179
C 4.772 1.871 3.233 -0.04 -0.03 0.00 -0.8420
H 0.644 -4.660 1.249 0.01 0.02 0.01 0.4924
C -0.424 -2.414 -2.217 0.08 -0.03 0.10 -0.0770
C 5.319 2.710 2.277 -0.01 0.02 -0.04 -0.4492
H -2.726 -2.439 -0.587 -0.02 -0.05 0.05 0.4398
H -0.959 -3.093 -1.567 -0.01 -0.01 0.00 0.3089
C -0.739 -1.057 -2.243 -0.25 -0.02 -0.17 -0.2841
H 4.992 3.743 0.420 -0.01 -0.01 0.01 0.4285

=====

# 2
71
Properties=species:S:1:pos:R:3:forces:R:3:mulliken_charge:R:1 method="wB97M-V/def2-TZVPD" total_charge=+2 gap_ev="4.03 / 4.03" homo_energy_ha="-0.476 / -0.476" multiplicity=1 largest_force_ev_per_a=10.003 e_tot_ha=-2043.681923 lumo_ev="-8.9 / -8.9"
Pt 0.154 -2.326 -2.043 5.54 -3.93 0.74 1.1913
H -2.316 1.254 -1.748 0.31 -0.48 0.09 0.4503
C 2.223 -1.157 0.198 2.29 0.19 2.60 -0.7159
H -4.992 -3.002 -0.075 -0.10 -0.05 -0.06 0.3503
H 1.015 3.514 0.569 0.01 0.07 -0.04 0.4740
C 0.769 2.158 -1.085 0.51 -0.10 0.40 -0.2603
H 2.488 -2.632 2.720 0.11 0.07 -0.05 0.4061
C -4.221 -2.903 3.724 -0.16 0.01 -0.47 -0.6927
C -1.477 -0.516 -2.689 -0.38 2.45 0.21 -1.0357
C 2.700 2.188 0.374 0.03 0.05 -0.87 -0.3950
C -2.916 -0.530 -0.640 -0.18 0.38 0.24 -1.4556
Sb 0.336 0.209 -3.525 0.90 1.05 -1.58 0.8602
H -6.314 -3.336 3.995 0.03 0.00 -0.03 0.4038
H 2.762 1.386 3.979 0.00 -0.02 0.22 0.7054
H -1.145 -1.538 -2.450 -3.53 0.66 -0.39 0.0276
C 2.582 0.595 -1.447 -0.02 1.73 -0.68 -1.6941
Sb -1.933 -2.375 -0.038 -1.80 -0.74 0.22 0.8222
H 4.901 -1.445 0.502 -0.15 0.02 -0.01 0.5656
H 3.229 2.607 1.220 0.07 0.15 -0.09 0.6056
C 3.049 -0.595 1.231 0.08 -0.79 -3.22 0.3116
H -3.216 0.047 0.259 -0.03 -0.54 -0.38 0.5391
H -1.944 0.818 -5.550 -0.07 -0.07 -0.11 0.3349
C 4.616 0.541 3.256 -1.53 1.20 0.56 0.0348
C 3.235 0.769 3.225 4.24 2.80 -0.26 -0.5816
C 5.214 -0.260 2.272 -0.65 -1.11 -1.52 -0.3134
C 5.414 1.134 4.296 0.52 0.36 0.83 -0.4953
C -0.523 1.975 -4.409 0.01 0.28 0.10 0.2306
H 1.199 -3.655 -2.347 -1.16 2.19 1.27 0.1768
C 3.265 1.137 -0.354 0.05 1.72 -1.26 -0.2526
C -0.639 4.377 -4.737 -0.22 -0.44 -0.15 -0.6044
H 0.721 -3.424 1.181 0.08 -0.03 0.06 0.4895
H -2.295 -0.600 -3.435 0.70 -0.33 0.29 0.4058
H 1.388 0.387 2.199 2.27 5.37 -6.22 -0.8026
H -6.803 -3.399 1.565 0.04 0.01 -0.02 0.4056
C -3.470 -2.711 1.425 -0.01 -0.22 0.64 0.4641
H -3.824 -0.751 -1.241 0.45 -0.14 0.53 0.5646
C -3.196 -2.677 2.799 -0.58 -0.16 -0.18 -0.1540
C -1.698 4.206 -5.635 0.25 -0.37 0.26 -0.4669
C -1.578 1.810 -5.317 0.16 0.45 0.18 -0.4808
N 6.051 1.615 5.134 -0.65 -0.48 -0.86 -0.3727
C 0.481 0.115 2.745 -9.59 -0.90 2.70 0.0501
C 0.651 -2.435 1.615 0.52 -0.19 1.40 -1.6880
H 2.341 -0.367 3.720 -2.09 -2.61 3.15 0.8276
C 2.455 0.202 2.216 6.27 0.14 -2.21 1.7231
C -5.797 -3.198 1.909 0.47 0.13 0.16 -0.6074
C -2.165 2.922 -5.926 0.32 0.02 0.29 -0.6117
H -2.196 -2.481 3.158 0.10 -0.02 0.10 0.3420
C -0.051 3.264 -4.126 -0.41 -0.04 -0.44 -0.2284
C -1.912 0.262 -1.452 -0.17 -0.10 0.02 0.8643
H -4.008 -2.877 4.785 0.01 0.00 -0.02 0.3998
C 1.650 -1.988 2.484 -2.34 -2.80 0.33 -0.3157
C -0.522 -0.332 1.878 0.46 0.19 0.73 -0.3156
H 0.417 1.103 3.183 -0.14 0.06 0.41 0.5132
H -0.194 2.565 -1.359 0.00 0.06 -0.05 0.6841
H 0.774 3.413 -3.446 0.12 0.03 0.05 0.4587
H -1.047 0.402 -0.785 -0.09 0.39 -0.40 -0.7528
C 4.431 -0.829 1.259 1.12 0.07 1.39 -0.1910
H 6.282 -0.442 2.288 -0.04 0.02 0.08 0.6009
C -0.438 -1.609 1.307 -0.66 0.35 0.86 -0.1574
C 1.566 -0.713 3.048 -0.45 -4.96 4.08 -0.3443
H 4.233 0.743 -0.071 -0.13 0.74 -0.67 0.8467
C -4.773 -2.974 0.984 0.19 0.02 0.33 -0.6118
H -2.981 2.788 -6.624 0.03 -0.01 0.01 0.4040
H -1.356 0.317 1.656 0.08 0.19 -0.14 0.5750
C 1.329 1.099 -1.818 0.10 -0.03 -0.01 0.9566
C -5.522 -3.162 3.279 0.41 0.09 -0.30 -0.5004
H -0.273 5.371 -4.517 0.02 -0.01 0.01 0.4038
C 1.483 -1.602 -0.641 -1.59 -1.81 -2.69 -0.8299
H 3.026 -0.218 -2.006 0.07 0.11 -0.09 0.6786
H -2.152 5.067 -6.107 0.02 -0.02 0.01 0.3998
C 1.453 2.698 0.008 -0.04 -0.31 -0.08 -1.6198

=====

# 3
77
Properties=species:S:1:pos:R:3:forces:R:3:mulliken_charge:R:1 method="wB97M-V/def2-TZVPD" gap_ev=4.28 homo_energy_ha=-0.221 multiplicity=1 largest_force_ev_per_a=5.182 relative_energy_kcal_mol=1.3 e_tot_ha=-3566.935144 lumo_ev=-1.7
H -5.326 0.921 -2.914 0.19 -0.22 -0.05 0.2149
C -3.268 -0.954 0.430 0.05 0.07 -0.45 0.4812
H -0.118 -2.397 -1.440 -0.06 0.04 -0.31 0.4638
H -4.342 4.378 -5.807 0.06 -0.36 0.08 0.6097
C -1.009 -0.013 -7.799 0.34 -0.32 -0.34 -1.7453
Cl 1.882 1.538 3.495 0.07 0.12 0.17 -0.1734
H -5.706 -0.767 -3.378 0.10 0.16 0.16 0.3111
Cl -1.166 2.281 3.338 -0.22 0.00 0.32 -0.1444
C -0.252 2.010 1.930 1.72 -0.28 0.52 0.1695
H -2.819 -1.639 2.417 -0.05 0.13 -0.02 0.3785
C 2.101 1.859 -6.385 0.14 -0.37 -0.28 -0.5702
O -0.657 0.946 -1.436 1.08 1.61 0.75 0.1001
N -2.656 0.712 -5.558 0.22 -1.40 0.58 0.9238
C 1.293 1.809 -0.446 1.66 -0.27 1.39 -0.1649
C -2.773 3.057 -6.333 0.54 -0.20 0.11 0.8328
C 1.799 3.176 -6.037 -0.01 -0.18 0.19 -0.8624
C -0.868 3.901 -2.657 -0.31 0.02 0.03 -2.6214
C -2.306 1.738 -6.494 0.21 0.70 -0.69 0.0842
C 0.536 1.040 -4.758 0.00 0.46 0.45 -0.0929
C 0.923 3.430 -4.992 -0.31 -0.22 0.20 -0.9181
C -0.698 -1.874 -2.211 0.39 -0.03 0.03 -1.3503
Cl 2.228 1.898 -1.870 -0.13 -0.22 -0.08 -0.1130
C -0.140 1.641 -0.555 -1.35 -1.02 0.12 0.1240
C 1.112 1.764 1.994 -1.96 0.09 0.13 0.3944
N -2.831 -0.518 -3.735 0.36 0.21 -1.58 0.9271
C 0.194 2.368 -4.386 0.61 -0.03 -0.57 1.3458
H -5.294 -0.283 0.097 0.23 -0.12 -0.10 0.3258
H -0.211 4.434 -9.869 -0.03 0.08 0.06 0.3640
C -1.465 1.394 -7.565 0.37 0.54 0.55 1.2867
H -3.545 3.684 -4.400 -0.07 -0.24 -0.14 0.1994
C -2.249 0.614 -4.256 -2.80 -0.62 -0.15 -1.0679
C 1.546 0.789 -5.676 -0.45 0.22 -0.06 -0.5092
H -2.899 0.129 2.235 -0.11 -0.18 -0.04 0.1573
H -6.300 -0.088 -1.849 0.11 -0.03 -0.35 0.5049
C -2.060 1.797 -3.400 2.98 3.77 1.93 1.7974
H -2.400 5.094 -6.878 -0.20 -0.17 -0.22 0.4626
H -0.074 -1.049 -2.578 -0.15 -0.20 0.01 0.1246
H -1.245 -1.711 0.414 -0.25 -0.01 -0.13 0.3537
C -4.357 -0.593 -0.368 0.41 -0.22 -0.26 -0.9229
C -3.014 -0.848 -2.347 0.03 -0.08 0.99 0.1343
H -4.034 -2.082 -4.577 0.11 -0.10 -0.06 0.7205
H 1.865 -0.246 -5.830 -0.10 0.36 -0.26 0.4323
C -3.361 -0.449 -5.884 -0.09 0.76 -0.29 -0.4680
H -0.271 2.156 -9.172 -0.22 0.09 0.07 0.2296
Cl 3.590 1.415 0.891 0.00 0.20 0.13 -0.1710
H -1.846 -0.706 -7.955 0.29 0.14 0.04 0.3912
O -3.020 2.093 -2.656 -0.31 -0.81 -0.80 -0.7236
C -3.490 -1.176 -4.768 0.16 -0.13 0.70 -1.4279
H -0.272 5.584 -8.519 -0.04 -0.10 -0.07 0.3405
H -4.393 -0.831 2.239 0.18 0.03 0.07 0.4059
H -3.756 -0.606 -6.874 0.06 0.04 0.13 0.8216
H 2.261 4.010 -6.570 -0.09 -0.26 0.12 0.4371
H -0.899 -2.572 -3.035 0.06 0.17 0.16 0.2992
C -0.969 2.063 0.669 -1.99 0.59 -1.24 0.0206
C -3.347 -0.822 1.915 -0.10 -0.07 0.30 -1.4814
H 0.749 4.459 -4.658 0.01 -0.43 -0.24 0.3000
H -0.395 -0.024 -8.710 -0.15 -0.12 0.24 0.4280
C -0.967 2.420 -8.376 -0.50 -0.13 -0.01 -1.0492
C -2.098 -1.391 -0.190 -0.28 0.01 -0.40 -0.6096
H -1.682 5.368 -9.553 0.11 -0.13 0.08 0.3674
H 0.006 0.230 -4.245 0.61 0.17 -0.13 0.0364
C 1.900 1.691 0.797 -0.46 0.15 -2.12 0.2417
C -3.889 3.454 -5.416 -0.23 0.47 0.39 -1.6985
C -0.847 4.839 -9.079 0.22 0.25 -0.14 -1.6145
H -0.924 4.799 -3.299 0.05 -0.24 0.22 0.5393
H -1.742 3.885 -2.005 0.08 0.10 0.05 0.3720
H 0.042 3.982 -2.055 0.13 0.18 0.19 0.3442
O -2.171 2.351 0.573 2.17 -0.64 0.20 -0.5923
C -2.170 4.053 -7.103 -0.26 -0.36 -0.36 -1.0078
C -4.255 -0.552 -1.760 0.41 0.22 0.28 1.1485
H -4.679 2.696 -5.348 0.27 0.07 0.03 0.2485
C -5.447 -0.105 -2.543 -0.59 0.29 0.12 -1.5616
H 2.725 1.641 -7.248 0.22 0.14 0.30 0.4085
C -1.336 3.749 -8.178 0.19 -0.26 0.53 0.6782
C -0.838 2.640 -3.423 -2.56 -2.14 -1.13 0.8600
H -0.377 -0.386 -6.979 -0.34 0.10 -0.17 0.2760
C -1.960 -1.370 -1.584 -0.45 0.16 0.08 0.2428

=====

# 4
72
Properties=species:S:1:pos:R:3:forces:R:3:mulliken_charge:R:1 method="wB97M-V/def2-TZVPD" total_charge=+2 s_squared=8.784 gap_ev="7.63 / 5.55" homo_energy_ha="-0.486 / -0.515" multiplicity=6 largest_force_ev_per_a=2.763 e_tot_ha=-3796.963533 lumo_ev="-5.6 / -8.5"
H 0.596 0.477 -4.036 1.05 1.41 1.21 0.4456
H -1.344 -0.871 -7.026 0.08 -0.04 0.42 0.4547
H 5.153 -4.732 -1.274 -0.25 0.08 0.01 0.4298
C 2.392 -2.960 -0.364 -0.10 0.06 -0.29 -0.3454
C -2.071 -1.539 -5.103 -0.04 0.09 -0.36 -0.7194
H -0.216 2.806 -4.680 -0.24 -0.04 -0.07 0.4840
C 1.648 -3.098 -1.552 0.35 0.00 -0.30 0.6668
H -2.165 2.483 -6.226 -0.02 -0.05 0.33 0.4728
H 3.287 4.786 -4.489 0.02 -0.42 0.12 0.4239
H 1.595 -3.916 -3.562 0.20 -0.13 0.30 0.4899
P 0.097 2.208 -1.792 -0.14 2.29 0.83 1.0784
H 4.228 -3.438 0.644 -0.14 -0.07 -0.22 0.4379
H 4.719 1.029 -2.862 -0.13 0.34 0.04 0.4606
H -2.460 -6.458 -1.387 0.03 0.20 0.13 0.4243
H 3.825 -4.984 -3.369 -0.08 0.09 0.26 0.4322
C -2.234 -2.780 -0.144 0.16 -0.11 -0.31 -0.1002
H -2.147 -1.758 0.221 -0.14 -0.21 -0.09 0.4034
H -4.092 -3.166 0.861 0.16 -0.10 -0.08 0.4244
Fe 0.114 -0.048 -2.351 -0.58 0.61 0.74 0.2663
C -0.262 3.398 -0.496 -0.44 0.45 0.89 1.0367
H -4.270 -5.507 0.032 0.21 0.16 -0.04 0.4117
Cl 0.012 -0.104 -0.131 0.03 -0.24 1.23 -0.3026
H 1.425 2.754 0.709 -0.14 0.30 -0.01 0.3446
C 1.949 3.777 -3.142 0.36 -0.38 0.10 -0.3833
P 0.052 -2.284 -1.669 0.04 -2.76 -0.10 0.4163
H -2.059 4.184 -1.414 0.21 0.22 0.23 0.2922
H 1.035 0.909 -3.441 -0.29 -0.52 -1.95 -0.5611
C -3.411 -4.894 -0.237 0.25 0.17 -0.12 -0.5178
C 4.110 2.890 -3.802 -0.24 0.15 -0.01 -0.5372
C -1.180 2.464 -4.308 -0.31 -0.21 0.29 -0.5593
C 4.161 -4.289 -1.345 -0.22 0.15 0.00 -0.5011
C -1.070 -1.143 -6.003 -0.15 -0.08 -0.17 -0.6911
C -2.397 -5.430 -1.037 0.06 0.04 0.06 -0.6712
C -1.470 5.346 0.318 0.22 -0.19 0.19 -0.7233
C -3.315 -3.579 0.222 -0.01 -0.05 0.00 -0.6491
C -1.242 -3.304 -0.990 -0.59 -0.35 0.39 0.4188
C -1.758 -1.884 -3.804 0.99 -0.18 0.44 -0.5040
C 0.630 3.496 0.597 -0.19 0.15 -0.30 -0.3538
C 3.951 1.801 -2.933 0.14 0.38 0.17 -0.5106
H -4.618 1.229 -2.890 0.56 0.23 -0.17 0.4364
H 1.204 4.628 2.351 -0.32 -0.04 -0.40 0.3999
H -3.104 -1.599 -5.441 0.22 0.13 0.11 0.5018
C 0.644 -1.551 -4.351 -0.81 -0.64 0.41 -0.8385
H -4.335 1.659 -5.334 0.34 0.10 0.28 0.4637
C -3.647 1.574 -3.278 -0.12 0.16 -0.36 -0.8458
H -2.690 1.626 -1.335 -0.01 0.02 -0.31 0.5574
H 5.012 2.971 -4.409 -0.28 -0.02 0.16 0.4308
H -2.512 -2.193 -3.079 0.10 0.13 -0.28 0.4621
C -2.579 1.791 -2.411 0.41 -0.21 -0.13 -0.3969
H -0.492 -5.073 -1.997 -0.27 0.03 0.09 0.3989
H -0.654 6.283 2.081 0.09 -0.23 -0.21 0.4003
C -2.266 2.274 -5.159 -0.17 -0.02 -0.01 -0.7049
C 1.767 2.652 -2.327 0.09 0.19 -0.70 0.1752
C 3.132 3.894 -3.876 0.18 0.10 0.18 -0.7545
C -1.300 -4.654 -1.395 -0.09 0.36 -0.05 -0.2549
H 1.703 -1.592 -4.055 -0.52 0.04 -0.19 0.6700
C 0.269 -1.126 -5.629 0.10 -0.14 0.13 -0.6646
H 1.171 4.539 -3.178 0.17 -0.15 -0.19 0.5890
C -0.541 5.469 1.363 -0.13 -0.19 -0.22 -0.4402
C 0.505 4.542 1.512 -0.32 -0.07 -0.15 -0.8355
C -1.328 2.212 -2.930 0.12 0.28 -0.59 0.4279
C 2.815 1.716 -2.140 -0.51 0.14 -0.58 -0.2568
C -0.384 -1.926 -3.409 0.21 -0.55 -1.02 0.5971
H 2.702 0.894 -1.433 -0.05 0.08 -0.18 0.5171
C -1.340 4.305 -0.603 0.41 -0.26 0.01 -0.3312
H 1.988 -2.362 0.456 0.18 -0.21 -0.15 0.4258
C 2.163 -3.838 -2.633 0.16 0.15 0.13 0.0668
H 1.029 -0.746 -6.311 -0.18 -0.32 0.06 0.4628
C 3.644 -3.559 -0.267 -0.07 -0.03 -0.11 -0.7435
C 3.421 -4.430 -2.522 -0.13 0.10 0.05 -0.8934
C -3.491 1.821 -4.655 0.08 -0.07 0.31 -0.5205
H -2.306 6.047 0.219 0.42 -0.27 0.10 0.4131